Computed, not measured: C4H8O2 in the gas phase, with ωB97M-V with the def2-TZVPD basis set.

Geometry as XYZ:
```
14
C4H8O2, DFT ωB97M-V with the def2-TZVPD basis set
O 0.827 1.114 -0.051
C 1.343 -0.222 -0.138
C 0.143 -1.167 -0.051
C -0.851 -0.303 0.726
C -0.569 1.064 0.124
O -1.174 1.173 -1.143
H -0.444 1.503 -1.684
H 2.015 -0.357 0.714
H 1.927 -0.329 -1.059
H 0.398 -2.110 0.442
H -0.259 -1.392 -1.045
H -1.891 -0.609 0.612
H -0.601 -0.272 1.793
H -0.864 1.906 0.762
```

The calculation puts the HOMO-LUMO gap at 11.207 eV. The multiplicity is 1. For the energy above the lowest of the compared OMol25 structures with the same formula, charge and spin, the calculation gives 82.7 kJ/mol. As for the structure (SMILES): O[C@H]1CCCO1. As for the largest force on an atom: 0.4 eV/A.

Computed, not measured: a molecular structure, C32H24FI2N4O5PtS, with ωB97M-V with the def2-TZVPD basis set.

Geometry as XYZ:
```
70
C32H24FI2N4O5PtS, DFT ωB97M-V with the def2-TZVPD basis set
Pt -1.936 -0.027 0.487
I 0.079 -2.529 -3.801
C -1.121 -0.843 -3.593
C -1.612 -0.206 -4.742
C -2.340 0.948 -4.663
I -2.953 1.876 -6.429
C -2.641 1.511 -3.399
C -3.261 2.760 -3.173
C -3.404 3.231 -1.900
C -3.023 2.428 -0.814
N -2.518 1.230 -0.998
C -2.230 0.796 -2.259
C -1.372 -0.355 -2.315
O -0.869 -0.817 -1.218
H -1.375 -0.628 -5.709
H -3.574 3.357 -4.020
H -3.820 4.211 -1.712
H -3.126 2.752 0.211
C 3.345 -4.437 0.134
C 3.171 -2.924 0.329
C 4.499 -2.309 0.793
C 2.801 -2.305 -1.015
C 2.100 -2.674 1.390
C 2.319 -3.138 2.700
C 1.405 -2.953 3.713
C 0.235 -2.261 3.422
S -1.095 -1.848 4.458
C -1.864 -1.052 3.142
N -1.205 -1.112 2.014
C 0.004 -1.785 2.133
C 0.921 -2.007 1.105
C -3.093 -0.294 3.120
C -3.976 -0.185 4.188
C -5.135 0.554 4.037
C -5.390 1.163 2.813
C -4.497 1.055 1.755
C -3.306 0.333 1.874
H 4.117 -4.633 -0.614
H 2.412 -4.888 -0.208
H 3.640 -4.930 1.062
H 5.267 -2.462 0.030
H 4.855 -2.760 1.721
H 4.390 -1.236 0.959
H 3.593 -2.508 -1.740
H 2.691 -1.220 -0.945
H 1.872 -2.711 -1.411
H 3.240 -3.659 2.931
H 1.607 -3.320 4.711
H 0.672 -1.654 0.114
H -3.755 -0.677 5.129
H -5.836 0.652 4.855
H -6.303 1.732 2.680
H -4.751 1.532 0.818
F 0.541 1.994 -3.659
C 1.340 2.396 -2.653
C 1.362 1.749 -1.479
N 2.190 2.124 -0.454
C 2.061 1.450 0.838
C 0.718 1.749 1.557
O 0.732 1.512 2.775
O -0.226 2.131 0.824
C 3.017 3.216 -0.564
O 3.763 3.610 0.311
N 2.957 3.858 -1.792
C 2.169 3.555 -2.896
O 2.221 4.217 -3.915
H 0.731 0.889 -1.293
H 2.894 1.743 1.466
H 2.110 0.374 0.666
H 3.563 4.659 -1.882
```

Its charge is -1. The calculation puts the HOMO-LUMO gap at 7.053 eV. The multiplicity is 1. For the energy above the lowest of the compared OMol25 structures with the same formula, charge and spin, the calculation gives 0.0 kJ/mol. As for the largest force on an atom: 0.4 eV/A.

Computed, not measured: a molecular structure, C36H40AuGeN5O2SSe at a distorted geometry, with ωB97M-V with the def2-TZVPD basis set.

Geometry as XYZ:
```
87
C36H40AuGeN5O2SSe, DFT ωB97M-V with the def2-TZVPD basis set
Au 0.468 -0.079 0.407
O -1.660 1.118 1.283
H -2.269 1.028 0.539
H -1.195 1.950 1.146
C -5.189 -0.764 -3.537
N -3.892 -1.335 -3.762
C -2.737 -0.969 -3.153
Se -2.546 0.301 -1.892
N -1.737 -1.738 -3.628
C -2.244 -2.641 -4.529
C -1.660 -3.662 -5.257
C -2.494 -4.425 -6.056
C -3.859 -4.168 -6.140
C -4.450 -3.136 -5.433
C -3.624 -2.379 -4.618
H -5.094 0.018 -2.786
H -5.873 -1.532 -3.172
H -5.586 -0.340 -4.461
H -0.798 -1.716 -3.242
H -0.602 -3.853 -5.195
H -2.079 -5.240 -6.631
H -4.479 -4.794 -6.764
H -5.506 -2.931 -5.511
C 1.024 1.787 -0.160
Ge 2.255 2.228 -1.569
C 3.975 1.291 -1.177
C 4.058 -0.094 -1.164
C 5.235 -0.731 -0.814
C 6.350 0.013 -0.464
C 6.275 1.397 -0.453
C 5.091 2.022 -0.800
C 1.632 1.694 -3.391
C 1.153 2.654 -4.270
C 0.692 2.297 -5.526
C 0.703 0.969 -5.919
C 1.171 0.003 -5.046
C 1.626 0.368 -3.793
C 2.726 4.152 -1.689
C 3.646 4.538 -2.655
C 4.027 5.860 -2.788
C 3.485 6.821 -1.951
C 2.574 6.448 -0.976
C 2.200 5.121 -0.847
H 3.188 -0.677 -1.429
H 5.285 -1.815 -0.814
H 7.274 -0.488 -0.203
H 7.143 1.984 -0.176
H 5.033 3.103 -0.797
H 1.157 3.696 -3.974
H 0.323 3.055 -6.206
H 0.350 0.679 -6.901
H 1.183 -1.041 -5.337
H 1.986 -0.396 -3.122
H 4.069 3.785 -3.311
H 4.748 6.140 -3.545
H 3.771 7.859 -2.061
H 2.158 7.197 -0.314
H 1.490 4.826 -0.084
C 2.626 -4.472 2.499
C 1.807 -4.587 1.265
C 1.155 -5.716 0.846
C 0.370 -5.657 -0.329
N 0.185 -4.506 -0.977
C 0.827 -3.427 -0.588
S 0.645 -1.957 -1.390
N 1.712 -3.470 0.478
C -0.283 -6.876 -0.892
H 2.574 -5.388 3.079
H 2.278 -3.636 3.106
H 3.666 -4.273 2.242
H 1.212 -6.629 1.416
H 2.151 -2.605 0.769
H -0.463 -7.615 -0.113
H 0.363 -7.327 -1.648
H -1.217 -6.617 -1.385
C -2.138 -4.223 2.441
N -1.489 -3.014 2.001
C -2.058 -2.377 0.838
C -0.383 -2.574 2.581
O 0.364 -1.679 2.215
H -3.220 -4.110 2.378
H -1.866 -4.444 3.473
H -1.846 -5.066 1.807
H -3.110 -2.156 1.024
H -1.977 -3.026 -0.033
H -1.536 -1.440 0.638
H -0.135 -3.132 3.502
```

The calculation puts the HOMO-LUMO gap (alpha / beta) at 5.389 / 5.997 eV. The multiplicity is 3. For the energy above the lowest of the compared OMol25 structures with the same formula, charge and spin, the calculation gives 195.0 kJ/mol. As for the largest force on an atom: 2.3 eV/A.

Computed, not measured: a molecular structure, C27H56N13OS3SbW, with ωB97M-V with the def2-TZVPD basis set.

Geometry as XYZ:
```
102
C27H56N13OS3SbW, DFT ωB97M-V with the def2-TZVPD basis set
W -0.579 0.143 -0.096
C 4.402 -4.107 1.361
N 3.260 -3.580 2.118
C 3.396 -3.908 3.531
C 2.970 -2.234 1.790
N 2.413 -1.889 0.702
C 2.176 -2.864 -0.334
C 0.910 -2.639 -1.156
N 0.570 -1.247 -1.579
C 1.805 -0.484 -1.854
C 1.500 0.897 -2.350
N 0.524 1.605 -1.481
C 0.703 2.924 -1.551
N -0.029 3.875 -0.952
C -1.225 3.649 -0.171
C 0.392 5.281 -0.993
N 1.733 3.426 -2.364
C 1.465 3.648 -3.763
C 2.952 3.969 -1.804
C -0.237 -1.383 -2.836
C -1.293 -0.305 -2.974
N -1.964 -0.237 -1.674
C -3.309 -0.152 -1.705
N -4.057 -0.833 -0.834
C -3.552 -2.047 -0.198
C -5.331 -0.319 -0.327
N -3.912 0.610 -2.644
C -3.339 1.886 -3.048
C -5.223 0.314 -3.204
N 3.417 -1.220 2.682
C 2.487 -0.857 3.748
C 3.899 -0.023 1.991
H 5.352 -3.814 1.822
H 4.397 -3.738 0.338
H 4.349 -5.196 1.334
H 3.704 -4.950 3.604
H 2.440 -3.818 4.044
H 4.141 -3.285 4.038
H 2.118 -3.892 0.046
H 3.030 -2.844 -1.019
H 0.035 -3.017 -0.644
H 1.032 -3.251 -2.056
H 2.405 -1.006 -2.610
H 2.377 -0.431 -0.931
H 1.147 0.872 -3.384
H 2.449 1.425 -2.375
H -1.591 2.644 -0.311
H -1.995 4.351 -0.498
H -1.044 3.812 0.893
H 0.788 5.547 -1.967
H 1.139 5.492 -0.225
H -0.486 5.893 -0.800
H 0.443 3.347 -4.003
H 2.146 3.076 -4.404
H 1.571 4.707 -4.027
H 3.000 3.780 -0.732
H 3.027 5.052 -1.949
H 3.826 3.504 -2.275
H -0.741 -2.348 -2.794
H 0.440 -1.400 -3.696
H -1.984 -0.586 -3.773
H -0.854 0.651 -3.245
H -2.560 -1.886 0.216
H -3.538 -2.878 -0.906
H -4.216 -2.298 0.625
H -5.443 0.724 -0.603
H -5.298 -0.366 0.762
H -6.178 -0.896 -0.698
H -2.399 2.053 -2.529
H -4.029 2.690 -2.783
H -3.171 1.911 -4.127
H -5.489 -0.719 -3.004
H -5.173 0.456 -4.284
H -6.002 0.968 -2.808
H 2.177 -1.731 4.314
H 1.595 -0.356 3.345
H 2.986 -0.177 4.437
H 4.667 -0.301 1.271
H 4.347 0.640 2.732
H 3.105 0.515 1.466
S -5.120 -0.236 3.336
Sb -4.037 1.457 4.242
S -2.346 2.063 2.683
S -2.655 0.895 0.991
C -0.955 -2.140 3.838
C -1.281 -3.314 2.920
C -0.649 -2.883 1.610
O -0.700 -1.428 1.590
C -1.146 -0.967 2.906
H 0.073 -2.201 4.198
H -1.620 -2.074 4.698
H -2.361 -3.422 2.810
H -0.875 -4.264 3.264
H -1.194 -3.271 0.751
H 0.397 -3.186 1.548
H -2.198 -0.693 2.824
H -0.561 -0.085 3.151
N 0.516 1.162 1.297
C 1.002 2.088 1.833
N 1.517 3.041 2.488
C 2.283 3.918 1.845
N 2.941 4.711 1.320
```

Its charge is +1. The calculation puts the HOMO-LUMO gap (alpha / beta) at 5.883 / 5.647 eV. The multiplicity is 2. As for the largest force on an atom: 0.9 eV/A.

Computed, not measured: 2 unconnected molecules or ions with the total composition C5H16N2S, with ωB97M-V with the def2-TZVPD basis set.

Geometry as XYZ:
```
24
C5H16N2S, DFT ωB97M-V with the def2-TZVPD basis set
C -0.760 -0.072 -1.342
C -1.528 0.511 -2.533
C -1.016 1.878 -2.941
N -0.828 -1.528 -1.215
H 0.280 0.246 -1.420
H -1.148 0.358 -0.420
H -2.594 0.559 -2.307
H -1.398 -0.203 -3.348
H -1.059 2.545 -2.077
H 0.013 1.837 -3.292
H -1.648 2.286 -3.726
H -1.796 -1.785 -1.051
H -0.544 -1.947 -2.093
H 0.346 -2.003 0.222
C 1.124 -0.167 3.384
C 0.710 -0.335 1.933
S 1.093 -2.022 1.358
N 2.565 -0.012 3.607
H 0.798 -1.027 3.976
H 0.624 0.705 3.817
H 1.210 0.405 1.306
H -0.368 -0.198 1.845
H 2.891 0.795 3.090
H 3.034 -0.827 3.227
```

The calculation puts the HOMO-LUMO gap at 9.293 eV. The multiplicity is 1. For the energy above the lowest of the compared OMol25 structures with the same formula, charge and spin, the calculation gives 4.8 kJ/mol. As for the structure (SMILES): CCCN.NCCS. As for the largest force on an atom: 0.6 eV/A.

Computed, not measured: 2 unconnected molecules or ions with the total composition C5H3F3 at a distorted geometry, with ωB97M-V with the def2-TZVPD basis set.

Geometry as XYZ:
```
11
C5H3F3, DFT ωB97M-V with the def2-TZVPD basis set
C -0.229 1.860 -1.205
C 0.603 1.136 -0.712
C 0.803 -0.313 2.150
C 1.300 0.250 0.110
C 2.668 -0.131 -0.053
F 2.968 -1.287 0.556
F 3.501 0.799 0.620
F 3.259 -0.045 -1.243
H -0.790 2.494 -1.822
H 1.609 -0.978 2.242
H -0.243 -0.359 2.059
```

The calculation puts the HOMO-LUMO gap (alpha / beta) at 8.835 / 8.143 eV. The multiplicity is 1. For the energy above the lowest of the compared OMol25 structures with the same formula, charge and spin, the calculation gives 596.0 kJ/mol. As for the largest force on an atom: 5.5 eV/A.

Q: Which value of multiplicity does entry 1 give?
A: 1